*P*
This record from the OMol25 dataset describes a structure of composition C3H4NO2P. The level of theory is wB97M-V/def2-TZVPD.

Structure (ORCA input):
```
! RIJCOSX wB97M-V def2-TZVPD def2/J DEFGRID3
* xyz 0 1
C 0.588 -2.329 0.713
C -0.775 1.802 -1.323
C -1.557 1.067 1.066
N -0.235 -1.438 1.186
O -1.751 1.240 2.184
O -0.360 -0.295 0.535
P -2.082 1.086 -0.705
H 0.560 -3.314 1.125
H 1.196 -2.232 -0.074
H -0.720 1.909 -2.391
H -0.202 2.395 -0.664
*
```

Values from the calculation:
E_LUMO (alpha / beta) = -0.02227 / -0.02226 Eh
E_HOMO (alpha / beta) = -8.747 / -8.748 eV

Electronic structure analysis, Löwdin charges in units of e: -0.03 -0.34 -0.41 -0.12 0.16 -0.31 0.97 0.05 0.01 0.00 0.00

---

*Q*
This record from the OMol25 dataset describes an isolated molecule of C3H4NO2P. The level of theory is wB97M-V/def2-TZVPD.

Structure (ORCA input):
```
! RIJCOSX wB97M-V def2-TZVPD def2/J DEFGRID3
* xyz 0 1
C -0.944 -0.694 -0.056
C 0.161 -0.033 -0.081
C -2.269 0.046 -0.044
N -2.044 1.361 0.022
O -3.348 -0.504 -0.083
O -0.823 1.883 0.004
P 1.774 0.637 -0.105
H -1.033 -1.769 -0.072
H -2.811 2.024 -0.035
H 2.295 -0.371 -0.941
H 2.157 -0.032 1.069
*
```

Values from the calculation:
E_LUMO = -0.02722 Eh
E_HOMO = -8.179 eV

Electronic structure analysis, Löwdin charges in units of e: 0.00 -0.27 -0.51 -0.05 0.04 -0.19 0.86 0.13 0.17 -0.09 -0.09

---

From most stable to least stable, the computed energies give *Q*, *P*.